Record 1
Here is a structure of composition C30H39BrN4O3Y from OMol25. Energies are from ωB97M-V/def2-TZVPD.

Orbital gap ... 3.89 eV
Net charge ... -1
Lowest unoccupied orbital energy ... 2.35 eV
Energy relative to the best compared isomer or geometry (same formula, charge and spin) ... 75.0 kcal per mole
E_tot ... -4223.71528 Ha
Max |F| ... 0.0025 Eh/bohr

Atoms and positions in Å:
Y -0.77 0.05 0.58
C 2.00 -1.66 1.48
N 0.60 -2.08 1.65
C 0.27 -2.22 3.10
C -0.92 -1.38 3.56
C -0.56 0.05 3.92
N 0.20 0.68 2.85
C 1.02 1.59 3.16
C 1.80 2.42 2.24
C 2.60 3.42 2.81
C 3.33 4.30 2.04
C 3.25 4.18 0.65
C 2.49 3.20 0.07
C 1.75 2.27 0.83
O 1.08 1.33 0.24
C 0.45 -3.38 0.98
C -0.97 -3.91 0.82
C -1.68 -3.37 -0.42
N -1.96 -1.96 -0.27
C -3.15 -1.55 -0.46
C -3.47 -0.08 -0.23
C -4.94 0.09 -0.51
C -5.78 -0.60 0.34
C -5.28 -1.13 1.55
C -4.11 -0.51 2.11
C -3.25 0.16 1.30
O -2.27 1.03 1.71
H 2.69 -2.40 1.91
H 2.17 -0.70 1.96
H 2.23 -1.56 0.42
H 1.16 -1.94 3.68
H 0.08 -3.27 3.31
H -1.36 -1.85 4.45
H -1.71 -1.40 2.81
H 0.02 0.08 4.86
H -1.48 0.63 4.04
H 1.17 1.84 4.22
H 2.62 3.50 3.89
H 3.93 5.07 2.50
H 3.81 4.87 0.02
H 2.42 3.11 -1.01
H 1.06 -4.12 1.53
H 0.90 -3.29 -0.01
H -1.58 -3.68 1.71
H -0.92 -5.00 0.75
H -2.61 -3.93 -0.59
H -1.03 -3.53 -1.29
H -3.94 -2.21 -0.82
H -5.28 0.71 -1.33
H -6.84 -0.69 0.11
H -5.95 -1.68 2.21
H -3.99 -0.46 3.19
C -0.44 2.72 -4.34
C 0.05 1.34 -3.99
C 0.38 0.40 -4.96
C 0.82 -0.85 -4.58
C 0.90 -1.11 -3.22
Br 1.57 -2.81 -2.69
N 0.57 -0.26 -2.27
C 0.17 0.96 -2.67
H 0.29 3.25 -4.97
H -0.61 3.31 -3.44
H -1.38 2.67 -4.89
H 0.29 0.64 -6.02
H 1.09 -1.61 -5.30
H -0.08 1.65 -1.88
C -2.45 0.73 -1.06
H -2.77 1.78 -1.05
H -2.48 0.38 -2.10
C 3.75 1.08 -3.03
C 4.31 0.79 -1.65
O 3.45 0.00 -0.85
H 4.46 1.66 -3.62
H 2.82 1.64 -2.96
H 3.54 0.14 -3.56
H 4.56 1.73 -1.14
H 5.24 0.22 -1.74
H 2.63 0.49 -0.68

Record 2
Here is a cluster of 9 separate species, C40H73BrN10O14PS in total in a non-equilibrium geometry from OMol25. Energies are from ωB97M-V/def2-TZVPD.

Orbital gap ... 7.26 eV
Net charge ... -1
Lowest unoccupied orbital energy ... 2.04 eV
E_tot ... -6482.37167 Ha
Max |F| ... 0.0794 Eh/bohr

Atoms and positions in Å:
O 3.06 2.79 -0.50
C 2.26 2.49 0.41
O 2.23 3.01 1.54
C 1.22 1.42 0.10
C -0.13 1.74 0.15
C -0.55 3.16 0.46
C -0.73 3.73 -0.97
C -2.10 4.38 -1.24
O -0.79 5.11 -1.06
C -1.15 0.80 -0.15
C -2.62 1.17 -0.14
O -3.11 1.05 -1.49
O -4.37 0.37 -1.54
C -0.79 -0.48 -0.51
P -2.00 -1.77 -0.97
S -3.32 -2.20 0.43
C 0.59 -0.83 -0.57
N 0.90 -2.10 -0.94
C 2.15 -2.42 -0.99
C 2.50 -3.83 -1.44
C 1.34 -4.52 -2.13
C 1.54 -6.03 -2.30
O 0.49 -6.52 -3.15
C 3.13 -1.46 -0.64
Br 4.98 -2.08 -0.69
N 2.94 -0.24 -0.28
C 1.60 0.09 -0.26
H -1.50 3.25 0.93
H 0.24 3.75 0.91
H -0.30 3.18 -1.79
H -2.11 4.59 -2.31
H -2.63 4.89 -0.45
H -3.13 0.49 0.54
H -2.80 2.20 0.16
H -4.89 0.75 -0.82
H -1.28 -2.94 -1.21
H -2.56 -1.31 -2.17
H 2.93 -4.40 -0.61
H 3.31 -3.70 -2.16
H 1.27 -4.11 -3.15
H 0.38 -4.39 -1.64
H 1.35 -6.48 -1.33
H 2.51 -6.29 -2.72
H -0.23 -5.89 -3.13
C -0.19 1.62 -4.79
O 0.27 0.82 -4.00
N 0.52 2.60 -5.38
C -0.09 3.54 -6.32
C 1.93 2.73 -5.07
H -1.25 1.62 -5.09
H 0.40 3.45 -7.29
H 0.01 4.55 -5.95
H -1.15 3.31 -6.44
H 2.45 1.81 -5.34
H 2.06 2.90 -4.00
H 2.36 3.56 -5.63
C 5.33 0.34 -3.85
O 5.85 -0.43 -4.64
N 5.54 1.67 -3.82
C 4.88 2.48 -2.81
C 6.43 2.28 -4.78
H 4.63 0.01 -3.07
H 4.24 3.23 -3.28
H 5.62 2.98 -2.19
H 4.26 1.85 -2.17
H 6.06 2.09 -5.79
H 7.43 1.84 -4.70
H 6.48 3.35 -4.61
C -2.02 4.61 3.63
O -1.53 3.81 2.85
N -1.76 5.92 3.61
C -2.34 6.85 4.56
C -0.84 6.42 2.59
H -2.73 4.31 4.42
H -2.92 7.61 4.03
H -1.54 7.33 5.12
H -2.99 6.32 5.25
H -1.24 6.20 1.60
H 0.12 5.94 2.69
H -0.72 7.50 2.71
C -1.10 -4.09 2.42
O -0.51 -4.22 1.37
N -0.59 -4.39 3.63
C -1.36 -4.22 4.84
C 0.78 -4.90 3.73
H -2.14 -3.72 2.47
H -0.86 -3.52 5.51
H -1.46 -5.18 5.35
H -2.35 -3.84 4.61
H 1.48 -4.17 3.33
H 0.85 -5.81 3.16
H 1.01 -5.10 4.77
C -0.57 -8.00 4.10
O 0.60 -7.66 4.16
N -1.04 -9.24 3.92
C -2.47 -9.47 3.83
C -0.11 -10.34 3.78
H -1.38 -7.25 4.18
H -2.79 -10.16 4.62
H -2.70 -9.89 2.86
H -3.01 -8.53 3.95
H 0.50 -10.42 4.68
H 0.55 -10.16 2.93
H -0.66 -11.27 3.63
C -4.50 -7.82 0.82
O -4.13 -8.82 1.41
N -3.69 -6.81 0.46
C -4.18 -5.63 -0.24
C -2.27 -6.90 0.77
H -5.55 -7.65 0.55
H -3.68 -5.54 -1.21
H -3.97 -4.74 0.35
H -5.26 -5.71 -0.40
H -1.84 -7.79 0.30
H -2.13 -6.99 1.85
H -1.75 -6.01 0.41
C 1.80 4.90 4.92
O 1.00 5.76 5.27
N 2.14 3.84 5.68
C 3.09 2.84 5.24
C 1.53 3.71 6.99
H 2.30 4.91 3.95
H 2.60 1.86 5.22
H 3.93 2.80 5.94
H 3.46 3.06 4.24
H 0.44 3.65 6.89
H 1.76 4.58 7.60
H 1.90 2.81 7.48
C -1.33 7.18 -6.22
O -1.67 6.02 -6.42
N -1.41 7.78 -5.02
C -1.01 9.15 -4.81
C -1.90 6.98 -3.91
H -0.93 7.82 -7.02
H -0.21 9.20 -4.08
H -1.86 9.73 -4.44
H -0.67 9.60 -5.74
H -1.25 6.12 -3.77
H -2.91 6.63 -4.13
H -1.91 7.57 -2.99

Record 3
Here is a structure of composition C21H43N2P3RuS in a non-equilibrium geometry from OMol25. Energies are from ωB97M-V/def2-TZVPD.

Orbital gap (alpha / beta) ... 4.98 / 3.90 eV
Net charge ... +3
Lowest unoccupied orbital energy (alpha / beta) ... -8.67 / -13.05 eV
Energy relative to the best compared isomer or geometry (same formula, charge and spin) ... 15.9 kcal per mole
E_tot ... -2451.48818 Ha
Max |F| ... 0.0529 Eh/bohr
2S+1 ... 6

Atoms and positions in Å:
Ru 0.02 0.38 0.22
P 0.78 -0.72 2.16
P 1.37 2.34 0.90
P -1.70 -1.21 -0.06
H 2.49 1.42 -1.49
C 1.62 0.81 -1.73
C 0.37 1.34 -2.06
H 0.20 2.42 -1.97
C 2.28 -1.71 1.70
C 1.31 0.19 3.70
C -0.25 -1.96 3.09
C 1.46 3.82 -0.22
C 0.95 3.30 2.42
C 3.16 1.91 1.18
C -2.62 -0.87 -1.59
C -3.06 -1.40 1.15
C -1.12 -2.96 -0.15
H 1.81 -0.24 -1.99
H -0.28 0.77 -2.74
H 2.60 -2.31 2.57
H 3.12 -1.06 1.40
H 2.06 -2.37 0.86
H 1.71 -0.55 4.41
H 0.44 0.68 4.17
H 2.08 0.95 3.52
H 0.39 -2.39 3.88
H -0.63 -2.78 2.46
H -1.10 -1.45 3.57
H 2.12 4.59 0.21
H 0.44 4.24 -0.27
H 1.80 3.58 -1.23
H 1.78 3.99 2.65
H 0.77 2.65 3.29
H 0.05 3.91 2.23
H 3.73 2.85 1.21
H 3.50 1.28 0.35
H 3.32 1.37 2.12
H -3.36 -1.65 -1.79
H -1.93 -0.79 -2.45
H -3.11 0.10 -1.42
H -3.70 -2.23 0.82
H -3.65 -0.47 1.13
H -2.69 -1.59 2.16
H -1.39 -3.42 -1.11
H -1.59 -3.53 0.68
H -0.03 -3.01 -0.01
C 0.88 -2.56 -4.31
C 1.72 -3.71 -4.38
C 2.20 -4.14 -5.60
C 1.87 -3.41 -6.76
C 1.14 -2.21 -6.70
C 0.65 -1.78 -5.47
S 0.26 -2.07 -2.85
H 1.01 -0.79 -0.11
H 1.96 -4.20 -3.45
H 2.82 -5.04 -5.63
H 2.24 -3.76 -7.73
H 0.94 -1.59 -7.59
H 0.10 -0.86 -5.32
C -3.50 2.48 3.85
N -2.82 2.29 2.58
C -3.08 2.95 1.38
C -2.21 2.47 0.44
N -1.47 1.49 1.07
C -1.84 1.41 2.35
H -3.36 3.51 4.20
H -4.58 2.31 3.70
H -3.12 1.78 4.60
H -3.80 3.74 1.32
H -2.06 2.76 -0.59
H -1.45 0.71 3.09

Record 4
Here is a cluster of 2 separate species, C4H14N2 in total in a non-equilibrium geometry from OMol25. Energies are from ωB97M-V/def2-TZVPD.

Orbital gap (alpha / beta) ... 8.52 / 3.57 eV
Net charge ... +1
Lowest unoccupied orbital energy (alpha / beta) ... -3.32 / -8.26 eV
Energy relative to the best compared isomer or geometry (same formula, charge and spin) ... 23.7 kcal per mole
E_tot ... -269.94078 Ha
Max |F| ... 0.0475 Eh/bohr
2S+1 ... 2

Atoms and positions in Å:
C 3.12 0.11 0.66
N 1.82 -0.17 0.07
C 1.59 0.26 -1.29
H 3.39 -0.66 1.37
H 3.87 0.19 -0.12
H 2.96 1.05 1.20
H 1.06 0.10 0.70
H 1.50 1.34 -1.41
H 0.77 -0.21 -1.84
H 2.51 0.00 -1.80
C -2.18 1.12 0.40
N -2.68 -0.16 -0.09
C -1.72 -1.25 0.13
H -1.47 1.07 1.23
H -1.76 1.77 -0.36
H -2.99 1.64 0.92
H -3.59 -0.33 0.31
H -1.84 -2.01 -0.63
H -1.92 -1.76 1.08
H -0.73 -0.82 0.10

Record 5
Here is a cluster of 2 separate species, C14H20IN2O6 in total in a non-equilibrium geometry from OMol25. Energies are from ωB97M-V/def2-TZVPD.

Orbital gap ... 8.07 eV
Net charge ... +1
Lowest unoccupied orbital energy ... -3.76 eV
Energy relative to the best compared isomer or geometry (same formula, charge and spin) ... 6.7 kcal per mole
E_tot ... -1403.77548 Ha
Max |F| ... 0.1064 Eh/bohr

Atoms and positions in Å:
C 4.01 2.20 -0.34
C 4.01 2.08 -1.89
C 4.24 0.65 -2.38
C 2.99 -0.15 -2.54
N 2.14 -0.11 -1.34
N 0.80 -0.54 -1.63
C -0.09 0.53 -2.16
C -0.41 1.61 -1.13
O -1.42 1.62 -0.57
C 0.20 -1.27 -0.45
C 1.35 -1.90 0.37
O 1.85 -2.86 0.05
I 1.90 -0.83 2.15
H 3.08 2.64 -0.01
H 4.03 1.20 0.08
H 4.85 2.77 0.02
H 4.79 2.72 -2.27
H 3.07 2.47 -2.29
H 4.97 0.16 -1.75
H 4.70 0.71 -3.36
H 3.28 -1.19 -2.69
H 2.43 0.11 -3.45
H 2.14 0.79 -0.88
H 0.90 -1.24 -2.37
H 0.35 0.99 -3.04
H -1.02 0.09 -2.49
H 0.33 2.41 -0.95
H -0.41 -2.09 -0.78
H -0.37 -0.62 0.21
C -3.23 -1.90 3.17
C -4.42 -1.82 3.78
C -5.48 -0.84 3.35
O -6.54 -0.84 3.93
C -5.16 0.06 2.24
C -3.97 -0.02 1.64
C -2.93 -1.02 2.06
O -1.87 -1.04 1.44
O -3.60 0.77 0.63
O -4.75 -2.60 4.80
H -2.47 -2.60 3.47
H -5.92 0.77 1.95
H -2.70 0.49 0.41
H -5.66 -2.35 5.06

Record 6
Here is a cluster of 2 separate species, CH3F2OP in total in a non-equilibrium geometry from OMol25. Energies are from ωB97M-V/def2-TZVPD.

Orbital gap (alpha / beta) ... 8.26 / 7.36 eV
Net charge ... 0
Lowest unoccupied orbital energy (alpha / beta) ... 0.89 / -4.34 eV
Energy relative to the best compared isomer or geometry (same formula, charge and spin) ... 58.0 kcal per mole
E_tot ... -656.08641 Ha
Max |F| ... 0.0907 Eh/bohr
2S+1 ... 3

Atoms and positions in Å:
C -1.10 0.07 0.22
O 0.13 0.59 0.58
F 1.29 -1.60 -0.90
F 2.53 0.68 0.40
P 1.26 0.73 -0.53
H -1.40 -0.72 0.90
H -0.94 -0.55 -0.73
H -1.78 0.80 0.06

Record 7
Here is the molecule C3H3 in a non-equilibrium geometry from OMol25. Energies are from ωB97M-V/def2-TZVPD.

Orbital gap (alpha / beta) ... 7.49 / 10.76 eV
Net charge ... 0
Lowest unoccupied orbital energy (alpha / beta) ... 0.44 / 0.32 eV
Energy relative to the best compared isomer or geometry (same formula, charge and spin) ... 28.6 kcal per mole
E_tot ... -115.90227 Ha
Max |F| ... 0.0611 Eh/bohr
2S+1 ... 2

Atoms and positions in Å:
C 0.69 -0.36 -0.39
C -0.71 -0.52 -0.29
C -1.03 0.43 0.47
H 1.14 0.21 -1.21
H 1.36 -0.92 0.28
H -1.44 1.17 1.14

Record 8
Here is a structure of composition C39H46CrOP2 in a non-equilibrium geometry from OMol25. Energies are from ωB97M-V/def2-TZVPD.

Orbital gap (alpha / beta) ... 4.00 / 4.68 eV
Net charge ... 0
Lowest unoccupied orbital energy (alpha / beta) ... 0.07 / -0.23 eV
E_tot ... -3315.76870 Ha
Max |F| ... 0.0636 Eh/bohr
2S+1 ... 5

Atoms and positions in Å:
Cr 4.03 0.73 -0.67
C 5.95 0.74 -0.21
C 5.27 1.93 0.21
C 5.29 3.22 -0.63
C 5.20 2.99 -2.13
C 4.28 1.79 -2.41
C 4.66 0.45 -2.62
C 6.01 -0.17 -2.57
C 6.85 0.45 -1.39
C -0.87 0.54 -1.76
H 6.22 0.01 0.58
H 5.05 2.06 1.30
H 6.22 3.76 -0.44
H 4.49 3.92 -0.31
H 4.78 3.88 -2.65
H 6.20 2.85 -2.60
H 3.40 2.01 -3.03
H 4.05 -0.07 -3.34
H 6.57 -0.09 -3.54
H 5.89 -1.26 -2.43
H 7.56 -0.35 -1.13
H 7.43 1.33 -1.72
H -0.35 -0.32 -1.33
H -1.77 0.22 -2.31
H -1.19 1.19 -0.93
P 1.74 0.94 0.94
P 0.20 1.47 -2.82
C 1.86 2.06 -0.50
C 1.18 2.39 -1.68
C 1.57 2.12 2.29
C 2.17 3.40 2.50
C 1.90 4.12 3.68
C 1.06 3.61 4.67
C 0.51 2.33 4.48
C 0.78 1.61 3.32
C 3.14 -0.15 1.42
C 3.74 -1.08 0.52
C 4.32 -2.24 1.06
C 4.49 -2.40 2.43
C 4.11 -1.37 3.32
C 3.47 -0.25 2.83
C -0.77 2.56 -3.88
C -1.34 3.70 -3.28
C -2.16 4.53 -4.04
C -2.40 4.25 -5.39
C -1.82 3.12 -5.97
C -1.03 2.25 -5.23
C 1.19 0.33 -3.84
C 1.39 -1.00 -3.42
C 2.07 -1.88 -4.26
C 2.64 -1.43 -5.45
C 2.50 -0.10 -5.83
C 1.78 0.78 -5.03
H 2.18 3.00 0.00
H 1.35 3.42 -2.02
H 2.86 3.87 1.80
H 2.34 5.11 3.85
H 0.81 4.18 5.58
H -0.16 1.89 5.23
H 0.39 0.60 3.25
H 3.71 -1.00 -0.66
H 4.63 -2.99 0.36
H 4.92 -3.31 2.85
H 4.37 -1.43 4.36
H 3.35 0.63 3.47
H -1.14 3.91 -2.23
H -2.60 5.40 -3.58
H -3.00 4.92 -5.98
H -1.98 2.91 -7.02
H -0.61 1.35 -5.67
H 0.99 -1.35 -2.47
H 2.16 -2.91 -3.96
H 3.18 -2.13 -6.09
H 2.95 0.26 -6.74
H 1.65 1.83 -5.34
C -1.72 0.14 1.56
C -0.66 -0.92 1.40
C -0.33 -1.64 2.70
C -1.15 -2.02 0.48
O 0.61 -0.16 0.76
H -2.58 -0.28 2.09
H -2.08 0.45 0.58
H -1.36 1.01 2.12
H -1.29 -2.01 3.11
H 0.30 -2.50 2.50
H 0.12 -1.02 3.47
H -1.41 -1.67 -0.53
H -0.45 -2.85 0.42
H -2.09 -2.42 0.91

Record 9
Here is the ion C6H13N2O with charge +1 in a non-equilibrium geometry from OMol25. Energies are from ωB97M-V/def2-TZVPD.

Orbital gap ... 11.11 eV
Net charge ... +1
Lowest unoccupied orbital energy ... -3.08 eV
Energy relative to the best compared isomer or geometry (same formula, charge and spin) ... 69.2 kcal per mole
E_tot ... -420.84276 Ha
Max |F| ... 0.0936 Eh/bohr
Structure (SMILES) ... CC/C=N\CC[NH2+]C=O

Atoms and positions in Å:
C -2.98 0.61 0.56
C -2.18 0.50 -0.78
C -0.86 0.99 -0.58
N 0.30 0.40 -0.50
C 0.42 -1.05 -0.51
C 1.26 -1.30 0.76
N 2.59 -0.59 0.41
C 2.34 0.89 -0.17
O 2.75 1.07 -1.23
H -2.66 -0.03 1.33
H -4.03 0.59 0.51
H -2.70 1.56 0.97
H -2.69 1.07 -1.59
H -2.13 -0.60 -1.17
H -0.71 2.06 -0.37
H -0.58 -1.60 -0.40
H 1.01 -1.25 -1.43
H 1.05 -0.82 1.63
H 1.41 -2.31 0.96
H 3.05 -1.10 -0.39
H 3.11 -0.67 1.32
H 2.22 1.59 0.68

Record 10
Here is a cluster of 2 separate species, C3H5P in total in a non-equilibrium geometry from OMol25. Energies are from ωB97M-V/def2-TZVPD.

Orbital gap (alpha / beta) ... 9.70 / 9.93 eV
Net charge ... 0
Lowest unoccupied orbital energy (alpha / beta) ... 1.11 / -1.38 eV
Energy relative to the best compared isomer or geometry (same formula, charge and spin) ... 0.0 kcal per mole
E_tot ... -458.50862 Ha
Max |F| ... 0.0485 Eh/bohr
2S+1 ... 3

Atoms and positions in Å:
C -1.07 2.04 0.00
C -1.72 1.04 0.22
C 1.27 -1.09 -0.07
P -2.42 -0.43 0.60
H -0.82 2.95 -0.46
H 2.34 -0.92 -0.34
H 1.01 -1.91 0.74
H 0.70 -0.20 0.25
H 0.71 -1.48 -0.94

- Look up the E_tot of the eighth one.
  -3315.76870 Ha

- Among the records above, which one has the highest max |F|?
  C14H20IN2O6

- Which value of E_tot does entry 9 give?
  -420.84276 Ha

- net charge of number 6 (CH3F2OP)?
  0